A structure of composition C36H37O5RuSb, computed with wB97M-V/def2-TZVPD.

CARTESIAN COORDINATES (ANGSTROEM)
1 Ru -1.630 -0.400 -0.223
2 O -0.481 6.201 -0.121
3 C -1.627 6.098 -0.375
4 O -2.765 5.965 -0.632
5 C -2.696 2.438 1.878
6 C -1.928 1.494 2.713
7 C -2.620 1.158 4.033
8 C -3.855 0.444 3.516
9 C -3.674 0.381 1.988
10 O -2.203 0.248 1.957
11 C -3.880 1.733 1.277
12 C -3.833 1.757 -0.258
13 O -4.502 2.548 -0.882
14 O -2.974 0.970 -0.808
15 H -2.544 3.463 1.659
16 H -0.873 1.667 2.727
17 H -2.906 2.069 4.588
18 H -2.006 0.496 4.661
19 H -4.786 0.920 3.834
20 H -3.792 -0.602 3.867
21 H -4.125 -0.501 1.492
22 H -4.853 2.173 1.489
23 C -3.460 -1.207 -3.188
24 C -2.653 -1.899 -2.193
25 C -1.404 -2.331 -2.569
26 C -0.559 -3.030 -1.654
27 C -0.970 -3.235 -0.376
28 C -2.242 -2.786 0.018
29 C -3.100 -2.128 -0.873
30 H -4.509 -1.479 -3.069
31 H -3.186 -1.576 -4.145
32 H -3.444 -0.105 -3.132
33 H -1.037 -2.134 -3.552
34 H 0.394 -3.415 -2.051
35 H -0.385 -3.807 0.322
36 H -2.470 -2.996 1.061
37 H -4.134 -1.856 -0.658
38 C 4.022 -0.113 -1.845
39 C 2.870 -0.121 -2.785
40 C 3.074 -0.032 -4.207
41 C 1.978 0.189 -5.015
42 C 0.709 0.478 -4.485
43 C 0.486 0.334 -3.124
44 C 1.558 0.047 -2.267
45 Sb 1.055 -0.074 -0.250
46 C 1.851 -1.954 0.477
47 C 2.575 -2.814 -0.351
48 C 2.779 -4.156 -0.001
49 C 2.297 -4.596 1.211
50 C 1.623 -3.734 2.097
51 C 1.363 -2.457 1.728
52 C 0.460 -1.627 2.587
53 C 2.350 1.216 0.901
54 C 3.344 0.670 1.689
55 C 4.335 1.529 2.230
56 C 4.270 2.870 2.018
57 C 3.199 3.409 1.326
58 C 2.225 2.603 0.757
59 C 1.103 3.266 0.004
60 H 4.927 -0.532 -2.321
61 H 3.803 -0.654 -0.937
62 H 4.325 0.875 -1.582
63 H 4.047 -0.219 -4.678
64 H 2.150 0.115 -6.088
65 H -0.104 0.643 -5.175
66 H -0.566 0.393 -2.745
67 H 3.018 -2.473 -1.306
68 H 3.233 -4.806 -0.744
69 H 2.455 -5.651 1.442
70 H 1.287 -4.077 3.074
71 H 0.584 -0.564 2.562
72 H 0.449 -1.931 3.652
73 H -0.588 -1.766 2.320
74 H 3.387 -0.395 1.824
75 H 5.194 1.113 2.800
76 H 5.112 3.490 2.303
77 H 3.036 4.486 1.273
78 H 1.306 4.332 -0.223
79 H 0.159 3.163 0.530
80 H 0.978 2.788 -0.998

- ⟨S²⟩: 8.7694
- Net charge: +1
- 2S+1: 6
- Molar mass: 772.5 g/mol
- DFT total energy: -57280.32329 eV
- HOMO energy (spin up / spin down): -10.76 / -11.66 eV

---

A structure of composition C5H7NO, computed with wB97M-V/def2-TZVPD.

CARTESIAN COORDINATES (ANGSTROEM)
1 C -0.819 -2.840 0.733
2 C 0.188 -0.599 -0.039
3 C 0.780 1.836 0.227
4 C 0.170 1.697 -1.115
5 C -0.268 0.760 -0.001
6 N -1.290 -1.757 0.352
7 O 1.212 -1.149 -0.242
8 H -1.480 -3.648 1.027
9 H 0.256 -3.055 0.796
10 H 1.794 1.491 0.352
11 H 0.514 2.667 0.859
12 H -0.563 2.420 -1.440
13 H 0.766 1.283 -1.914
14 H -1.260 0.896 0.404

- Net charge: 0
- Molar mass: 97.1 g/mol
- DFT total energy: -8833.39109 eV
- HOMO energy: -8.62 eV

---

A cluster of 2 separate species, N2O4 in total, computed with wB97M-V/def2-TZVPD.

CARTESIAN COORDINATES (ANGSTROEM)
1 N 1.297 -0.013 -0.040
2 N -1.871 -0.412 0.069
3 O 2.067 -0.621 -0.652
4 O 1.356 0.834 0.784
5 O -2.225 0.646 -0.358
6 O -0.646 -0.549 0.197

- Net charge: 0
- Molar mass: 92.0 g/mol
- DFT total energy: -11161.83598 eV
- HOMO energy (spin up / spin down): -11.55 / -10.11 eV

---

A cluster of 12 separate species, C18H42F8N11O28PS in total, computed with wB97M-V/def2-TZVPD.

CARTESIAN COORDINATES (ANGSTROEM)
1 O 1.877 -7.131 0.918
2 S 0.979 -6.023 0.995
3 O 1.652 -5.121 2.200
4 C 0.799 -4.233 2.907
5 C 0.577 -2.930 2.182
6 O 1.748 -2.136 2.210
7 C 1.529 -0.799 2.527
8 C 1.067 0.010 1.300
9 F 0.775 -0.795 0.238
10 F -0.086 0.670 1.634
11 C 2.042 1.091 0.804
12 F 1.415 1.850 -0.136
13 F 2.361 1.898 1.863
14 C 3.373 0.567 0.227
15 F 3.971 -0.225 1.141
16 F 4.166 1.660 0.045
17 C 3.299 -0.187 -1.107
18 F 2.766 0.607 -2.060
19 F 4.584 -0.470 -1.459
20 O -0.339 -6.631 1.799
21 P -1.893 -6.413 1.107
22 O -1.750 -4.892 0.522
23 O -2.652 -6.106 2.510
24 H 1.300 -4.018 3.843
25 H -0.161 -4.676 3.149
26 H 0.326 -3.140 1.143
27 H -0.278 -2.426 2.629
28 H 2.455 -0.388 2.907
29 H 0.791 -0.670 3.310
30 H 2.763 -1.127 -1.043
31 H -1.957 -4.229 1.191
32 H -2.045 -5.682 3.128
33 C -6.215 -4.878 -1.076
34 N -5.504 -5.423 0.108
35 O -5.947 -5.201 1.212
36 O -4.500 -6.068 -0.119
37 H -7.082 -4.323 -0.741
38 H -5.515 -4.235 -1.597
39 H -6.500 -5.719 -1.698
40 C 5.738 1.334 3.451
41 N 4.653 1.082 4.437
42 O 4.086 2.039 4.915
43 O 4.387 -0.076 4.675
44 H 5.846 2.405 3.326
45 H 6.650 0.886 3.832
46 H 5.432 0.861 2.526
47 C -3.249 -5.950 -3.994
48 N -4.709 -6.159 -3.801
49 O -5.452 -5.210 -3.952
50 O -5.069 -7.267 -3.481
51 H -3.085 -4.915 -4.267
52 H -2.765 -6.195 -3.053
53 H -2.927 -6.624 -4.780
54 C 3.605 2.650 -3.843
55 N 3.748 3.687 -4.900
56 O 2.851 4.490 -5.036
57 O 4.759 3.657 -5.566
58 H 2.657 2.797 -3.343
59 H 3.640 1.682 -4.332
60 H 4.437 2.767 -3.156
61 C -3.490 3.128 2.069
62 N -3.444 1.643 2.010
63 O -3.613 1.108 0.938
64 O -3.239 1.060 3.054
65 H -3.678 3.505 1.072
66 H -4.290 3.397 2.751
67 H -2.530 3.468 2.444
68 C 2.000 5.179 -8.181
69 N 1.643 6.071 -9.318
70 O 2.528 6.413 -10.069
71 O 0.481 6.395 -9.413
72 H 3.062 4.975 -8.221
73 H 1.737 5.693 -7.263
74 H 1.417 4.270 -8.290
75 C 3.167 4.883 1.794
76 N 4.490 5.494 2.098
77 O 5.440 4.753 2.213
78 O 4.530 6.699 2.211
79 H 3.299 3.815 1.726
80 H 2.493 5.148 2.602
81 H 2.822 5.301 0.853
82 C 4.329 10.032 1.691
83 N 4.049 11.000 0.595
84 O 4.977 11.365 -0.090
85 O 2.899 11.356 0.463
86 H 5.387 9.804 1.688
87 H 4.028 10.501 2.622
88 H 3.738 9.142 1.500
89 C 3.254 -0.866 -6.835
90 N 2.317 -1.197 -5.726
91 O 1.856 -0.282 -5.077
92 O 2.077 -2.367 -5.545
93 H 3.372 0.209 -6.878
94 H 4.196 -1.360 -6.621
95 H 2.820 -1.252 -7.752
96 C -6.181 2.212 5.982
97 N -6.004 3.629 5.561
98 O -6.448 4.496 6.271
99 O -5.414 3.816 4.516
100 H -6.717 2.201 6.922
101 H -6.741 1.710 5.199
102 H -5.191 1.779 6.081
103 C -6.795 -8.223 2.412
104 N -7.855 -8.475 3.425
105 O -7.523 -8.943 4.490
106 O -8.989 -8.188 3.110
107 H -5.842 -8.524 2.829
108 H -7.043 -8.809 1.532
109 H -6.805 -7.162 2.188

- Net charge: 0
- Molar mass: 1075.6 g/mol
- DFT total energy: -134901.84058 eV
- HOMO energy: -10.43 eV

---

Number 1: maximum force 2.38 eV/A. Number 2: maximum force 4.16 eV/A. Number 3: maximum force 4.67 eV/A. Number 4: maximum force 0.85 eV/A.